[1]
A gas-phase ion, C7H17N (charge +1). Source: OMol25; level of theory: ωB97M-V with the def2-TZVPD basis set.

Computed properties:
E_tot	-331.33788	Ha
multiplicity	2
energy above the lowest of the compared OMol25 structures with the same formula, charge and spin	43.9	kJ/mol
charge	+1

Geometry as XYZ:
```
25
C7H17N (ωB97M-V with the def2-TZVPD basis set)
C -0.9816 0.1162 0.7440
C -2.4881 0.1800 0.8240
C -3.0451 -0.5343 2.0822
C -0.4782 -0.4705 -0.5729
N 0.9613 -0.2597 -0.8056
C 1.5129 1.0615 -0.8627
C 2.9541 1.0892 -0.3566
C 1.6466 -1.3102 -1.5585
H -0.6315 1.1487 0.8475
H -0.5093 -0.4329 1.5615
H -2.9136 1.1615 1.0276
H -2.9543 -0.2105 -0.0848
H -2.8797 0.1701 2.9163
H -4.1205 -0.6605 2.1787
H -2.5215 -1.4407 2.3930
H -0.5365 -1.5501 -0.6587
H -1.0204 -0.0496 -1.4333
H 1.4426 1.5519 -1.8514
H 0.8495 1.7509 -0.3406
H 3.6579 1.0501 -1.1923
H 3.2325 1.9976 0.1741
H 3.1944 0.2575 0.2999
H 2.1908 -2.0306 -0.9456
H 0.9307 -1.6768 -2.2774
H 2.5072 -0.9089 -2.1083
```



[2]
A molecular structure, C37H44GeMnN8O2PS2Sb. Source: OMol25; level of theory: ωB97M-V with the def2-TZVPD basis set.

Computed properties:
E_tot	-6630.10969	Ha
multiplicity	2
energy above the lowest of the compared OMol25 structures with the same formula, charge and spin	279.5	kJ/mol
charge	+2

Geometry as XYZ:
```
97
C37H44GeMnN8O2PS2Sb (ωB97M-V with the def2-TZVPD basis set)
Mn 0.6315 0.5050 0.2708
C -1.4430 -0.4811 -6.6819
C -1.9634 -1.1412 -5.4303
O -0.9385 -2.0007 -4.8469
P -0.0428 -1.4143 -3.6657
S -1.4949 -1.9517 -1.9118
S -0.0409 -2.6068 -0.6328
O 1.0725 -2.5162 -3.5018
C 1.1320 -3.8500 -4.1066
C 0.6466 -4.9032 -3.1434
H -2.2172 0.1528 -7.1146
H -1.1620 -1.2290 -7.4215
H -0.5743 0.1415 -6.4641
H -2.8026 -1.8032 -5.6293
H -2.2832 -0.4067 -4.6835
H 2.1823 -3.9736 -4.3602
H 0.5432 -3.8347 -5.0199
H 1.2048 -4.8783 -2.2062
H 0.7867 -5.8871 -3.5920
H -0.4160 -4.7819 -2.9289
N 3.4609 1.8060 3.9413
N 2.2254 1.3254 3.5562
N 1.1884 1.2818 4.3534
C 0.2355 0.8432 3.5457
N 0.7121 0.6311 2.3163
N 1.9942 0.9568 2.3412
H 3.4255 1.8990 4.9527
H 4.1454 1.0880 3.7023
H -0.7804 0.6757 3.8574
C 2.7488 4.4992 0.2850
Sb 0.9925 3.3475 -0.0394
C 1.8848 2.0167 -1.5053
C -0.0240 4.6208 -1.4074
H 3.1998 4.7507 -0.6733
H 3.4559 3.9346 0.8901
H 2.4856 5.4145 0.8113
H 1.7930 2.4612 -2.4962
H 1.4508 1.0026 -1.6363
H 2.9359 1.8857 -1.2623
H -0.6476 4.0196 -2.0661
H 0.7111 5.1679 -1.9952
H -0.6521 5.3263 -0.8681
N -9.3896 3.1846 2.4139
C -8.3671 2.9211 1.9636
C -7.0855 2.5832 1.4095
C -6.4902 1.3701 1.7511
C -5.2584 1.0352 1.2171
C -4.6289 1.9279 0.3616
C -5.2106 3.1370 0.0141
C -6.4501 3.4620 0.5374
N -3.3467 1.5927 -0.1802
C -2.9399 1.7374 -1.4864
C -1.6550 1.3035 -1.5341
N -1.2676 0.8975 -0.2747
C -2.3082 1.0963 0.5127
H -7.0016 0.6896 2.4171
H -4.8071 0.0773 1.4402
H -4.6966 3.8249 -0.6440
H -6.9225 4.4000 0.2815
H -3.6099 2.0945 -2.2485
H -1.0028 1.2275 -2.3882
H -2.3524 0.9097 1.5722
C 0.7636 -1.4393 0.1512
Ge 2.3985 -2.4278 0.9125
C 3.6215 -1.9834 -0.5273
C 4.0261 -0.6540 -0.6477
C 4.8609 -0.2503 -1.6799
C 5.3059 -1.1816 -2.6080
C 4.9145 -2.5085 -2.4970
C 4.0757 -2.9064 -1.4652
C 3.0820 -1.8150 2.6350
C 4.4039 -1.3854 2.7538
C 4.9692 -1.1694 4.0074
C 4.2102 -1.3609 5.1558
C 2.8898 -1.7800 5.0485
C 2.3388 -2.0211 3.7968
C 1.9954 -4.3178 1.1273
C 3.0180 -5.2454 0.9271
C 2.8161 -6.5938 1.1867
C 1.5917 -7.0318 1.6680
C 0.5735 -6.1171 1.9001
C 0.7770 -4.7716 1.6343
H 3.7200 0.0788 0.0982
H 5.1796 0.7820 -1.7557
H 5.9651 -0.8766 -3.4097
H 5.2708 -3.2379 -3.2129
H 3.7712 -3.9442 -1.4060
H 5.0174 -1.2498 1.8701
H 6.0090 -0.8760 4.0851
H 4.6544 -1.2097 6.1313
H 2.3012 -1.9509 5.9406
H 1.3245 -2.4044 3.7381
H 3.9952 -4.9254 0.5826
H 3.6185 -7.3004 1.0209
H 1.4336 -8.0822 1.8726
H -0.3779 -6.4526 2.2913
H -0.0357 -4.0793 1.8275
```



[3]
3 unconnected molecules or ions with the total composition C27H41Br2NO10. Source: OMol25; level of theory: ωB97M-V with the def2-TZVPD basis set.

Computed properties:
E_tot	-7008.55282	Ha
SMILES string	CC(C)C[C@H](C)CON(C[C@@H](C)OCc1ccccc1)C(=O)O[C@H](Br)[C@H](C)Br.O=C1OCCO1.O=C1OCCO1

Geometry as XYZ:
```
81
C27H41Br2NO10 (ωB97M-V with the def2-TZVPD basis set)
C -1.9753 -5.1046 -2.1732
C -1.3562 -3.8014 -2.7296
C 0.1213 -3.6879 -2.3283
C -2.1766 -2.5358 -2.4119
C -1.8346 -1.8175 -1.0989
C -2.3270 -2.6348 0.1171
C -2.5669 -0.4804 -1.0812
O -2.0344 0.4754 -0.1582
N -0.6605 0.6362 -0.3481
C -0.3112 1.6208 -1.3644
C -0.4379 3.1254 -1.0286
C -1.3268 3.4507 0.1471
O 0.8557 3.6968 -0.8418
C 1.4544 4.1411 -2.0440
C 2.9338 4.2983 -1.8358
C 3.4252 5.2707 -0.9674
C 4.7913 5.4259 -0.7990
C 5.6738 4.6197 -1.5053
C 5.1931 3.6390 -2.3614
C 3.8216 3.4837 -2.5257
C 0.0496 0.5228 0.8298
O -0.1213 -0.3611 1.6255
O 0.9660 1.5205 1.0348
C 2.3385 1.3258 0.7369
Br 2.7162 -0.3162 -0.2294
C 3.1828 1.3922 2.0185
C 2.4464 0.9764 3.2747
Br 3.7801 3.2472 2.2426
H -2.5614 -4.9545 -1.2729
H -2.5897 -5.5662 -2.9475
H -1.1721 -5.8087 -1.9950
H -1.3701 -3.9140 -3.8169
H 0.4540 -2.6477 -2.3764
H 0.2531 -3.9930 -1.2873
H 0.7684 -4.2789 -2.9727
H -2.1317 -1.8380 -3.2527
H -3.2259 -2.8431 -2.3352
H -0.7630 -1.7016 -0.9586
H -2.4696 -1.9852 0.9802
H -1.5673 -3.3641 0.4072
H -3.2322 -3.1926 -0.1184
H -3.5921 -0.6507 -0.7483
H -2.6480 -0.0451 -2.0844
H -0.9481 1.4078 -2.2237
H 0.7053 1.4029 -1.6926
H -0.8716 3.6132 -1.9102
H -0.9660 3.0511 1.0910
H -1.3847 4.5346 0.2506
H -2.3331 3.0869 -0.0581
H 1.2779 3.4641 -2.8865
H 1.0228 5.1128 -2.3210
H 2.7117 5.8866 -0.4347
H 5.1619 6.1875 -0.1263
H 6.7380 4.7675 -1.3777
H 5.9007 3.0213 -2.8973
H 3.4560 2.7236 -3.2062
H 2.6134 2.1434 0.0778
H 4.0824 0.8010 1.8889
H 3.1447 1.0417 4.1099
H 2.1274 -0.0639 3.2054
H 1.6141 1.6370 3.4946
O -1.3165 -7.8271 -0.9750
C -0.5498 -7.6644 -0.0854
O 0.2487 -8.6241 0.4399
C 1.1870 -7.9994 1.3207
C 0.4691 -6.7174 1.6974
O -0.3480 -6.4820 0.5479
H 1.3960 -8.6452 2.1690
H 2.1123 -7.8134 0.7729
H -0.1772 -6.8408 2.5679
H 1.1378 -5.8772 1.8641
O -4.9367 5.9689 3.9298
C -4.4781 4.8906 3.7521
O -3.2185 4.5207 4.0903
C -3.1059 3.1029 3.9360
C -4.1990 2.8059 2.9294
O -5.1389 3.8539 3.1796
H -2.1118 2.8352 3.5875
H -3.2871 2.6278 4.9016
H -3.8477 2.8869 1.8994
H -4.6620 1.8338 3.0751
```



[4]
A single C4H8O3 molecule. Source: OMol25; level of theory: ωB97M-V with the def2-TZVPD basis set.

Computed properties:
E_tot	-382.93625	Ha
energy above the lowest of the compared OMol25 structures with the same formula, charge and spin	75.0	kJ/mol
SMILES string	C[C@@H](O)CC(=O)O

Geometry as XYZ:
```
15
C4H8O3 (ωB97M-V with the def2-TZVPD basis set)
C -1.4486 1.4070 -0.2002
C -0.8197 0.1183 0.3249
O -1.3955 -1.0397 -0.3268
C 0.6676 0.1472 -0.1504
C 1.4776 -1.0893 0.1187
O 1.4147 -2.1172 -0.4843
O 2.3366 -0.9439 1.1981
H -1.6523 1.3446 -1.3075
H -0.8184 2.2504 0.0604
H -2.3367 1.5763 0.4233
H -0.9452 -0.0215 1.3868
H -1.0180 -1.0692 -1.2112
H 0.6206 0.1720 -1.2482
H 1.1819 1.0859 0.1182
H 2.7355 -1.8208 1.2982
```



[5]
A molecular structure, C31H33AlN3O11P2SSi. Source: OMol25; level of theory: ωB97M-V with the def2-TZVPD basis set.

Computed properties:
E_tot	-3806.43849	Ha
energy above the lowest of the compared OMol25 structures with the same formula, charge and spin	51.4	kJ/mol
charge	-1

Geometry as XYZ:
```
83
C31H33AlN3O11P2SSi (ωB97M-V with the def2-TZVPD basis set)
Al -0.1425 -0.3269 -1.3330
O -2.8572 -0.9246 -4.3411
P -2.6127 -0.7633 -2.7883
O -3.7633 -0.1819 -2.0351
O -1.2525 -0.0146 -2.7248
O -2.3358 -2.2126 -2.2475
P -0.9159 -3.0508 -2.2737
O -1.2784 -4.2764 -1.3823
O -0.4165 -3.3189 -3.6207
O -0.0549 -2.0798 -1.4397
H -3.7650 -0.6987 -4.5173
H -1.1981 -4.0959 -0.4077
O -2.0973 -5.1856 2.5625
C -1.1604 -4.4038 2.4347
N -0.5878 -3.8762 1.3166
S 0.8128 -3.1973 1.6671
O 1.9011 -4.0847 1.3642
O 0.9470 -1.8583 1.1226
C 0.5609 -3.0700 3.4057
C 1.1659 -2.3417 4.4104
C 0.6284 -2.4288 5.6759
C -0.4553 -3.2836 5.9696
C -1.0316 -4.0408 4.9863
C -0.5354 -3.8568 3.6721
H 1.9722 -1.6794 4.1198
H 1.1501 -1.8744 6.4490
H -0.8507 -3.3093 6.9755
H -1.8655 -4.7101 5.0938
C 1.9322 2.8615 -5.9091
C 0.7486 2.8076 -5.1765
C 0.7288 2.2709 -3.8832
C 1.8974 1.8294 -3.2978
C 3.0725 1.9075 -4.0526
C 3.0920 2.4087 -5.3449
Si 1.8560 1.0219 -1.5864
C 3.3006 -0.1369 -1.3193
C 3.0937 -1.4840 -1.5733
C 4.0680 -2.4224 -1.1953
C 5.2018 -2.0460 -0.4744
C 5.3487 -0.6684 -0.1767
C 4.4508 0.2647 -0.6595
C 1.7238 2.3619 -0.2105
C 1.5238 3.7212 -0.6154
C 1.1661 4.6739 0.3648
C 1.0329 4.3397 1.7416
C 1.3312 3.0093 2.0827
C 1.5691 2.0469 1.1319
H 1.9350 3.2583 -6.9091
H -0.2152 3.1134 -5.6235
H -0.1918 2.2469 -3.2933
H 3.9831 1.5475 -3.5819
H 4.0271 2.4751 -5.8735
H 2.1516 -1.8144 -2.0424
H 3.8861 -3.4445 -1.5350
H 5.9543 -2.8095 -0.1502
H 6.2136 -0.4242 0.4595
H 4.5602 1.3570 -0.4254
H 1.6174 4.0267 -1.6360
H 0.9987 5.7291 0.1205
H 0.7472 5.0666 2.4909
H 1.2473 2.7220 3.1375
H 1.6577 1.0100 1.4643
C -1.9381 -1.1374 1.8483
N -2.6405 0.0968 1.5246
C -3.6287 0.5220 2.5130
C -4.1820 1.8874 2.1584
C -4.3790 1.9396 0.6786
N -3.0730 1.8100 0.0320
C -2.7835 2.6460 -1.1176
C -2.2976 0.7887 0.4521
O -1.2141 0.4610 -0.1037
H -1.9261 -1.8072 0.9726
H -2.4805 -1.6776 2.6470
H -0.9095 -0.9834 2.2043
H -3.1632 0.5071 3.4893
H -4.4223 -0.2524 2.5269
H -3.4557 2.6711 2.4049
H -5.0983 2.0760 2.7155
H -4.8036 2.9163 0.4015
H -5.0559 1.1696 0.3418
H -3.5409 3.4356 -1.1890
H -2.8258 2.0748 -2.0759
H -1.8535 3.1733 -0.9880
```



[6]
A molecular structure, C33H29N2PPtS4. Source: OMol25; level of theory: ωB97M-V with the def2-TZVPD basis set.

Computed properties:
E_tot	-3437.71552	Ha
multiplicity	5
energy above the lowest of the compared OMol25 structures with the same formula, charge and spin	165.9	kJ/mol

Geometry as XYZ:
```
70
C33H29N2PPtS4 (ωB97M-V with the def2-TZVPD basis set)
Pt -1.7410 0.2288 -0.5688
C -1.2077 -1.9064 3.0206
C 0.2900 -1.8462 3.0063
C 1.0260 -2.6180 3.9005
C 2.4078 -2.5279 3.9616
C 3.0813 -1.6535 3.1235
C 2.3662 -0.8881 2.2152
C 0.9782 -0.9872 2.1380
P 0.0056 0.1007 1.0381
C 1.2755 0.8746 -0.0519
C 1.9255 2.0088 0.4299
C 2.8722 2.6857 -0.3220
C 3.1795 2.2227 -1.5856
C 2.5300 1.1050 -2.0885
C 1.5738 0.4058 -1.3588
C 0.8203 -2.1089 -1.2972
C -0.5621 1.3460 2.2229
C 0.1903 1.7878 3.3125
C -0.3000 2.7853 4.1347
C -1.5501 3.3370 3.8676
C -2.3152 2.8642 2.8168
C -1.8489 1.8359 1.9938
C -2.7289 1.2182 0.9459
H -1.5607 -2.7984 3.5363
H -1.6192 -1.9132 2.0116
H -1.6244 -1.0323 3.5297
H 0.5001 -3.2930 4.5653
H 2.9573 -3.1363 4.6686
H 4.1594 -1.5686 3.1682
H 2.8964 -0.2148 1.5534
H 1.6782 2.3844 1.4132
H 3.3536 3.5675 0.0807
H 3.9132 2.7331 -2.1961
H 2.7678 0.7704 -3.0867
H 0.3713 -2.8325 -1.9786
H 0.1320 -2.0474 -0.4528
H 2.0261 -3.7013 -0.5725
H 1.1631 1.3521 3.5107
H 0.2865 3.1365 4.9736
H -1.9345 4.1294 4.4977
H -3.3015 3.2756 2.6368
H -3.4479 1.9584 0.6007
H -3.3081 0.4149 1.4268
S -4.5267 -2.8122 1.4321
S -3.4236 -4.1283 0.5962
S -2.8617 -3.3025 -1.4082
S -3.7511 -1.5895 -1.5017
C 3.5494 -2.1258 -2.8682
C 3.4068 -2.5017 -1.5999
C 2.1615 -2.6333 -0.7835
C 0.8273 -0.7615 -2.0645
C 1.3470 -1.0763 -3.4570
C 2.4872 -1.6868 -3.7693
N -0.5969 -0.3345 -2.1635
N -0.9346 0.2345 -3.3727
C -1.9726 1.0399 -3.2881
C -2.4418 1.6810 -4.4817
C -3.5503 2.4680 -4.4295
C -4.2369 2.6502 -3.2084
C -3.7869 2.0505 -2.0387
C -2.6580 1.2467 -2.0255
H 4.5475 -2.1573 -3.2934
H 4.3087 -2.7927 -1.0677
H 2.3755 -2.1999 0.1872
H 0.6791 -0.8077 -4.2610
H 2.6772 -1.8438 -4.8266
H -1.8944 1.5183 -5.4003
H -3.9143 2.9522 -5.3265
H -5.1339 3.2560 -3.1878
H -4.3601 2.2014 -1.1335
```



Number 1: strongest force on any atom 2.39 eV/Å. Number 2: strongest force on any atom 0.56 eV/Å. Number 3: strongest force on any atom 1.18 eV/Å. Number 4: strongest force on any atom 2.75 eV/Å. Number 5: strongest force on any atom 2.37 eV/Å. Number 6: strongest force on any atom 0.47 eV/Å.